1.
Entry from the OMol25 dataset: C29H18Br2N2O2PSr as an isolated structure (ωB97M-V with the def2-TZVPD basis set).

```
55
Properties=species:S:1:pos:R:3:forces:R:3:mulliken_charge:R:1
Sr -1.404615 -0.854893 0.931918 -2.91 -1.94 -0.57 1.82
O -0.545744 -2.084241 2.777882 0.53 -0.60 0.93 -0.70
C 0.495109 -2.154740 2.128273 -0.53 0.35 0.82 0.60
C 1.858032 -2.429960 2.658883 -0.21 -0.06 -0.78 -0.63
C 2.399829 -2.905967 3.844365 0.15 0.01 -0.04 -0.77
C 3.782765 -2.891120 3.962383 0.00 0.06 -0.14 -0.42
C 4.580976 -2.411266 2.914009 -0.12 -0.05 0.08 -0.62
C 4.025205 -1.940835 1.730051 -0.09 -0.01 -0.10 -0.43
C 2.638917 -1.975375 1.597763 0.02 0.19 -0.23 0.79
P 1.414858 -1.434684 0.238209 1.14 0.98 0.38 0.41
C 0.750431 0.311001 0.743497 1.21 0.57 -0.31 -2.62
C 0.114275 1.071412 -0.263202 0.76 0.19 0.27 0.75
C -0.609991 2.217590 0.042748 0.22 -0.12 -0.04 -0.44
C -0.721010 2.641671 1.362622 0.04 -0.09 -0.06 -0.36
C -0.091833 1.924377 2.368206 0.35 -0.26 -0.15 -0.87
C 0.650584 0.770890 2.069111 0.20 0.39 -0.54 0.92
C 2.785170 -0.685679 -0.908843 0.13 -0.11 0.07 -0.14
C 3.315508 -1.571244 -1.849753 0.06 0.00 -0.13 -0.34
C 4.346625 -1.205514 -2.712643 -0.09 0.06 0.11 -0.61
C 4.873379 0.079832 -2.661673 -0.12 -0.06 0.10 -0.40
C 4.360669 0.982759 -1.737102 -0.10 -0.14 0.02 -0.69
C 3.336087 0.597623 -0.874854 0.06 0.03 0.02 0.08
H 1.761968 -3.255056 4.647254 0.01 0.00 -0.01 0.48
H 4.255421 -3.238588 4.872838 0.01 0.00 0.00 0.37
H 5.658059 -2.407499 3.035444 -0.01 0.01 0.00 0.39
H 4.653114 -1.568530 0.928284 0.01 0.00 0.03 0.41
H 0.189261 0.733485 -1.291480 -0.06 0.01 0.00 0.30
H -1.110685 2.759225 -0.749987 -0.03 0.00 0.02 0.42
H -1.314588 3.514451 1.600374 -0.03 -0.04 0.03 0.39
H -0.170644 2.253037 3.396424 -0.01 -0.02 0.01 0.43
H 1.149442 0.241860 2.871927 -0.07 -0.09 -0.02 0.39
H 2.913314 -2.579202 -1.921819 -0.04 0.03 0.06 0.36
H 4.730082 -1.923960 -3.427772 0.00 0.01 0.00 0.39
H 5.669956 0.373520 -3.333971 0.00 0.01 0.00 0.37
H 4.758306 1.989556 -1.683109 0.00 0.00 0.00 0.38
H 2.965100 1.320027 -0.156887 -0.01 0.01 0.02 0.42
Br -4.960838 2.888529 2.235337 0.12 -0.13 -0.03 -0.21
C -4.717458 2.256332 0.464061 -0.31 0.34 -0.48 -0.25
C -5.471886 2.870832 -0.556109 -0.01 0.09 0.44 -0.32
C -5.353020 2.502715 -1.858891 0.26 -0.29 -0.11 -0.15
Br -6.406725 3.383929 -3.175711 0.01 -0.01 0.01 -0.28
C -4.441321 1.472233 -2.225053 -0.23 0.15 -0.32 0.80
C -4.237812 1.018217 -3.550743 -0.15 0.18 0.02 -0.81
C -3.341311 0.027967 -3.801775 0.16 -0.17 0.04 -0.72
C -2.621476 -0.523658 -2.722241 -0.01 -0.09 -0.11 -0.55
N -2.775091 -0.138336 -1.484740 -0.31 0.69 0.32 0.25
C -3.687734 0.858528 -1.213019 0.46 -0.49 0.15 -0.17
C -3.809820 1.233693 0.199973 0.14 -0.30 -0.28 0.72
O -3.097509 0.629939 1.050410 -0.63 0.89 0.56 -0.87
H -6.163227 3.658170 -0.285213 0.01 -0.01 0.02 0.39
H -4.803927 1.468263 -4.355506 -0.01 0.01 0.01 0.31
H -3.170504 -0.340886 -4.804790 -0.02 0.02 0.02 0.39
H -1.901456 -1.317940 -2.899196 -0.01 0.02 0.01 0.46
N -4.164566 -3.519259 0.918842 0.48 0.51 -0.02 -0.71
C -3.337652 -2.693229 0.914991 -0.44 -0.72 -0.12 -0.09
```
Forces are in eV/Å.

Net charge ... -1
Energy relative to the best compared isomer or geometry (same formula, charge and spin) ... 43.5 kcal per mole
HOMO energy ... -4.6 eV
HOMO-LUMO gap ... 6.90 eV

2.
Entry from the OMol25 dataset: C18H19ClN2O5S in the gas phase (ωB97M-V with the def2-TZVPD basis set).

```
46
Properties=species:S:1:pos:R:3:forces:R:3:mulliken_charge:R:1
C 5.708523 1.027631 0.344803 0.24 0.01 0.05 -1.66
C 4.269430 1.407330 0.267922 0.08 0.13 0.03 0.20
C 3.300460 0.456201 -0.029268 0.07 -0.43 -0.06 0.83
C 1.964923 0.777108 -0.118252 -0.29 -0.11 -0.04 0.61
C 1.548775 2.087247 0.095224 0.41 -0.13 -0.04 -0.13
C 2.501302 3.053372 0.406099 -0.19 -0.16 -0.06 -0.90
C 3.838211 2.712537 0.487475 -0.03 -0.25 -0.04 -1.08
H 4.564447 3.475469 0.725707 0.09 0.05 0.02 0.37
H 2.194312 4.074640 0.582913 -0.03 0.12 0.01 0.34
N 0.201433 2.466121 0.014079 0.05 0.35 0.10 -0.11
C -0.853970 1.709591 -0.381882 -0.37 0.39 0.02 0.70
O -0.803861 0.562220 -0.754796 0.06 -0.19 -0.10 -0.69
C -2.181708 2.486469 -0.341385 0.13 -0.11 0.17 -0.77
H -2.245430 3.080444 0.578033 0.06 -0.03 -0.17 0.36
H -2.270441 3.128275 -1.220815 0.02 -0.06 0.11 0.38
O -3.262511 1.582447 -0.411375 0.13 -0.03 -0.11 -0.27
C -3.346305 0.731519 0.621923 0.20 0.15 0.33 0.83
O -2.623288 0.803009 1.585622 -0.12 -0.01 -0.12 -0.63
C -4.396166 -0.304154 0.458492 -0.16 -0.17 -0.06 0.07
C -4.196745 -1.496160 1.156233 0.01 0.15 -0.06 -0.55
C -5.098263 -2.536641 1.064082 0.00 -0.02 0.01 -0.69
C -6.229430 -2.394574 0.275165 0.05 0.06 0.01 -0.33
C -6.455796 -1.214542 -0.409177 0.00 0.03 -0.03 -0.59
C -5.544403 -0.171216 -0.323385 0.17 -0.22 0.18 0.59
Cl -5.906433 1.282803 -1.168588 -0.43 0.18 -0.25 -0.21
H -7.340174 -1.091324 -1.014365 -0.06 0.04 -0.05 0.43
H -6.942139 -3.201271 0.195289 -0.07 -0.06 -0.01 0.38
H -4.923229 -3.453674 1.604696 0.03 -0.08 0.05 0.39
H -3.309819 -1.577462 1.765938 0.06 -0.01 0.05 0.44
H 0.016132 3.421143 0.288233 -0.10 -0.19 -0.02 0.21
H 1.236086 0.025405 -0.352885 -0.09 -0.05 -0.02 0.27
S 3.815972 -1.253796 -0.307680 -0.11 -0.23 -0.07 1.51
O 4.607338 -1.270974 -1.505404 -0.25 0.11 -0.10 -0.70
O 4.411201 -1.723936 0.911129 -0.26 0.09 0.10 -0.71
N 2.474125 -2.170851 -0.586325 0.79 0.68 0.19 -0.06
C 1.864281 -2.151393 -1.890361 -0.03 0.09 -0.45 -0.83
H 2.600444 -1.751093 -2.582659 -0.17 -0.07 -0.21 0.30
H 1.609266 -3.170379 -2.190788 0.02 0.03 0.01 0.31
H 0.956231 -1.539206 -1.916786 0.02 0.00 0.03 0.24
C 1.659105 -2.571045 0.530191 -0.09 -0.07 0.44 -0.87
H 2.266093 -2.464170 1.425538 -0.20 -0.13 0.14 0.30
H 1.370762 -3.618619 0.417072 0.02 0.03 0.00 0.31
H 0.751430 -1.964226 0.622098 0.02 0.00 -0.03 0.27
H 6.016632 0.567237 -0.592364 0.15 0.04 -0.02 0.35
H 6.333154 1.892941 0.551493 0.04 0.03 0.00 0.42
H 5.850062 0.279534 1.123088 0.13 0.03 0.05 0.35
```
Forces are in eV/Å.

Energy relative to the best compared isomer or geometry (same formula, charge and spin) ... 18.2 kcal per mole
HOMO energy ... -8.8 eV
HOMO-LUMO gap ... 9.05 eV

Q: Which of these has the lowest energy relative to the best compared isomer or geometry (same formula, charge and spin)?
A: C18H19ClN2O5S

Q: energy relative to the best compared isomer or geometry (same formula, charge and spin) of number 2 (C18H19ClN2O5S)?
A: 18.2 kcal per mole

Q: Look up the HOMO-LUMO gap of the second one.
A: 9.05 eV

Q: What is the energy relative to the best compared isomer or geometry (same formula, charge and spin) in the second record?
A: 18.2 kcal per mole